1.
The ion C8H11N3O with charge +2 in a non-equilibrium geometry, computed with the ωB97M-V functional and the def2-TZVPD basis.

Output
SMILES ... N[N+]1=C(O)[NH+]=C2C=CC=C[C@H]2C1
HOMO-LUMO gap ... 8.19 eV
Net charge ... +2

XYZ file:
```
23
C8H11N3O, DFT the ωB97M-V functional and the def2-TZVPD basis
O -0.0105 3.2401 -0.8803
N -0.9227 1.3847 -0.0121
N 2.1417 1.7386 -1.8568
N 1.0794 1.2259 -1.2041
C 1.1929 -0.2082 -0.7268
C -0.9464 0.1187 0.5632
C -2.1301 -0.4728 1.1928
C -0.9975 -2.6304 1.2119
C 0.1021 1.9603 -0.6892
C 0.1434 -2.1193 0.6743
C 0.2617 -0.6828 0.4831
C -2.0474 -1.7611 1.5411
H -1.7832 1.8878 0.2329
H 2.9672 1.2163 -1.5194
H -2.9861 0.0272 1.5534
H -1.0557 -3.6439 1.5833
H 1.0184 -2.6781 0.3965
H 2.1106 1.7181 -2.8347
H 0.6876 3.5768 -1.3406
H 0.6552 -0.3324 1.4471
H 1.1663 -0.9805 -1.5938
H -2.8838 -2.2098 2.1181
H 2.2368 -0.3750 -0.3398
```

***

2.
The molecule C8H11N3O3S in a non-equilibrium geometry, computed with the ωB97M-V functional and the def2-TZVPD basis.

Output
SMILES ... C[C@H](CC(=O)O)CC(=O)Nc1nncs1
HOMO-LUMO gap ... 9.92 eV

XYZ file:
```
26
C8H11N3O3S, DFT the ωB97M-V functional and the def2-TZVPD basis
S 3.2742 0.3087 -0.4596
O -2.2536 -2.4189 -0.2709
O -0.9333 2.7842 -0.5230
O -0.5900 -1.3489 -1.2919
N 0.8503 1.4966 -0.2166
N 2.2527 -1.4382 1.0878
N 1.2906 -0.5429 0.9248
C 3.3324 -1.1687 0.4618
C -2.5839 -0.1247 -0.9512
C -2.6723 0.6532 0.3773
C -1.2660 0.9104 0.9397
C -0.4857 1.8034 0.0194
C -3.5322 -0.0866 1.3946
C -1.8327 -1.4208 -0.7882
C 1.6147 0.4390 0.1532
H -2.0774 0.4838 -1.7003
H -4.5428 -0.2111 1.0139
H -3.5944 -0.3551 -1.2908
H 1.2963 2.1596 -0.8422
H -0.1224 -2.1853 -1.1353
H -3.5833 0.4705 2.3269
H -3.1283 1.6230 0.1527
H 4.2082 -1.7834 0.4878
H -0.7353 -0.0211 1.1240
H -1.3595 1.4420 1.8907
H -3.1225 -1.0721 1.5984
```

***

3.
A cluster of 2 separate species, C8H11N4 in total in a non-equilibrium geometry, computed with the ωB97M-V functional and the def2-TZVPD basis.

Output
HOMO-LUMO gap ... 4.14 eV
Net charge ... +1

XYZ file:
```
23
C8H11N4, DFT the ωB97M-V functional and the def2-TZVPD basis
N -1.6444 0.1181 -2.9677
N 0.7688 -2.1817 -1.9136
N -1.0651 -0.9249 -2.6727
N -0.9305 -0.1314 0.2016
C 1.0408 0.6281 3.6754
C -0.9907 1.2539 -3.3455
C -0.0074 -1.7093 -2.8361
C -0.3098 0.9853 3.5558
C -0.4500 -0.0572 1.3884
C 1.7585 -0.0107 2.6656
C -1.0783 0.6644 2.4277
C 1.0142 -0.4383 1.5670
H 1.6016 1.1630 4.4616
H -1.4748 1.7882 -4.2155
H -0.7473 1.4571 4.4588
H -0.9867 1.9279 -2.4261
H -0.2612 -0.8312 -0.2258
H -2.1376 0.9633 2.2471
H 1.5899 -2.6853 -2.2072
H 2.7996 -0.1440 2.7187
H 1.3770 -1.0545 0.8841
H 0.0297 1.1836 -3.5733
H 0.1033 -1.9641 -3.8685
```

***

4.
A cluster of 2 separate species, C8H11N4O2 in total in a non-equilibrium geometry, computed with the ωB97M-V functional and the def2-TZVPD basis.

Output
HOMO-LUMO gap (alpha / beta) ... 7.84 / 7.84 eV
Net charge ... +1

XYZ file:
```
25
C8H11N4O2, DFT the ωB97M-V functional and the def2-TZVPD basis
O 1.1991 2.1675 0.2131
O -0.0491 -2.8078 1.3773
N -3.5045 1.1283 -2.2256
N 0.9480 -1.8581 1.2679
N 2.1851 1.6737 0.7101
N -0.2888 -0.3065 -0.1094
C -1.2520 0.3080 -2.1807
C -2.5015 0.5289 -0.1325
C 3.3078 -0.0914 1.9324
C 2.5190 0.3789 0.7551
C -2.4587 0.6768 -1.5376
C 0.7949 -0.8239 0.6113
C -0.2041 -0.1612 -1.4508
C -1.4246 0.0342 0.5387
H -1.4318 -0.1092 1.6084
H -1.1625 0.4024 -3.2507
H 4.3294 0.2810 1.8638
H -3.4542 1.2389 -3.2246
H 0.7282 -0.4555 -1.9103
H -3.3935 0.7962 0.4116
H 2.9125 0.0328 -0.2029
H 2.8710 0.2612 2.8617
H 0.3432 -3.5325 1.8899
H 3.3340 -1.1765 1.9392
H -4.3468 1.4136 -1.7554
```

***

5.
The ion C8H11N4O2 with charge +1 in a non-equilibrium geometry, computed with the ωB97M-V functional and the def2-TZVPD basis.

Output
SMILES ... C/C=[N+](/[O-])O/N=C/n1ccc(=[NH2+])cc1
HOMO-LUMO gap ... 8.15 eV
Net charge ... +1

XYZ file:
```
25
C8H11N4O2, DFT the ωB97M-V functional and the def2-TZVPD basis
O 2.3367 -0.4354 -0.3301
O 2.9885 1.8270 0.0397
N -1.0895 0.4727 -0.0960
N 1.0686 -0.2630 -0.2243
N 3.3844 0.7131 -0.0699
N -5.0575 -0.3468 0.3331
C -3.3198 1.3161 -0.1172
C 0.3110 0.7768 -0.0381
C -1.9711 1.5275 -0.0578
C 4.8553 -1.2728 -0.0485
C -3.7936 -0.0906 -0.0059
C -2.8955 -1.1441 -0.0796
C -1.5493 -0.8061 -0.0832
C 4.5202 0.1790 -0.0119
H 4.4073 -1.8220 -0.8902
H -5.4095 -1.2887 0.2576
H -0.6777 -1.5978 0.0700
H -1.6417 2.5240 -0.0142
H 5.8223 -1.3452 -0.1515
H -3.0663 -2.1941 0.0612
H 0.6649 1.6854 0.1997
H -5.8156 0.3879 0.1294
H 5.3543 0.8786 0.2409
H 4.5896 -1.8147 0.8421
H -4.0159 2.1333 0.0449
```

***

6.
A cluster of 2 separate species, C8H11NO in total in a non-equilibrium geometry, computed with the ωB97M-V functional and the def2-TZVPD basis.

Output
SMILES ... c1ccccc1.CC(N)=O
HOMO-LUMO gap ... 9.71 eV

XYZ file:
```
21
C8H11NO, DFT the ωB97M-V functional and the def2-TZVPD basis
O 2.3597 0.2301 2.7487
N 0.1781 0.8474 3.3157
C -1.7219 -1.6340 -2.1385
C 0.3475 -0.4427 -2.9842
C -1.9805 0.3726 -3.6180
C 1.9133 0.9788 5.1192
C -0.5950 0.4928 -3.5450
C -0.2301 -1.5106 -2.1467
C -2.5096 -0.5819 -2.8490
C 1.5708 0.6563 3.5839
H -2.2415 -2.4487 -1.6239
H -0.1622 1.6057 4.0328
H 0.5200 -2.1011 -1.4803
H -3.5950 -0.9048 -2.9907
H 1.4453 -0.1261 -2.9617
H -2.6144 1.1549 -3.8568
H 3.0462 1.0295 5.0728
H -0.0765 1.3554 -3.9308
H -0.1695 0.5292 2.4141
H 1.3145 1.9675 5.5671
H 1.6418 0.1783 6.0284
```

***

7.
The molecule C8H11NO3 in a non-equilibrium geometry, computed with the ωB97M-V functional and the def2-TZVPD basis.

Output
SMILES ... CC1(C)C(=O)N[C@]2(C)C(=O)O[C@H]12
HOMO-LUMO gap ... 10.50 eV

XYZ file:
```
23
C8H11NO3, DFT the ωB97M-V functional and the def2-TZVPD basis
O -3.2667 0.7215 0.1069
O 1.2747 1.7757 -1.6922
O -1.3237 0.5574 1.3438
N -0.6285 0.4338 -1.3998
C -2.2004 0.3061 0.3567
C -0.2876 -0.3501 0.8139
C -1.2079 -0.5581 -0.4652
C 0.9627 0.3424 0.2935
C 0.6069 0.9692 -1.0883
C 1.3650 1.6161 1.1128
C 2.1858 -0.6104 0.3863
C -1.7476 -1.8526 -1.0170
H 2.8188 -0.2412 -0.3832
H -1.2739 0.9914 -1.9198
H -2.5463 -2.1109 -0.4433
H 0.3839 2.0762 1.3816
H -0.9818 -2.7653 -1.0090
H 2.5011 -0.7198 1.3642
H -2.1922 -1.7806 -1.9761
H 2.1063 2.3556 0.6684
H 1.6915 1.4560 2.1223
H 0.0307 -1.0819 1.4263
H 1.7294 -1.5305 0.0172
```

***

8.
A structure of composition C8H11NPSSc in a non-equilibrium geometry, computed with the ωB97M-V functional and the def2-TZVPD basis.

Output
HOMO-LUMO gap ... 3.86 eV

XYZ file:
```
23
C8H11NPSSc, DFT the ωB97M-V functional and the def2-TZVPD basis
Sc -0.8514 -1.0815 1.3982
S -0.7669 0.1197 3.6830
P -0.1426 -3.2718 0.2602
N 0.6537 0.5508 1.4606
C -0.8605 0.5802 -2.1190
C -1.3902 1.7568 -2.6866
C 1.3134 -0.4834 2.1526
C 0.6314 -0.9147 3.2976
C 0.4997 0.8913 -1.6548
C -0.4561 1.0266 2.1478
C -0.4017 2.7866 -2.6251
C 0.7797 2.2435 -2.0266
H 2.2286 -0.9572 1.8154
H 1.1588 0.1458 -1.1893
H -0.9014 -4.0263 -0.7119
H 0.0151 -4.3422 1.2048
H 1.1594 -3.3809 -0.3633
H 0.9781 -1.5958 4.0407
H -1.3955 -0.3508 -1.9954
H -1.0607 1.8702 1.8306
H -0.5186 3.8009 -3.0045
H 1.7156 2.7709 -1.8142
H -2.3880 1.8613 -3.1007
```

***

9.
A structure of composition C8H11NPSW in a non-equilibrium geometry, computed with the ωB97M-V functional and the def2-TZVPD basis.

Output
Spin multiplicity ... 3
Expectation value of S² ... 2.10
HOMO-LUMO gap (alpha / beta) ... 6.33 / 6.08 eV
Net charge ... +1

XYZ file:
```
23
C8H11NPSW, DFT the ωB97M-V functional and the def2-TZVPD basis
W 0.9564 0.9351 0.1435
S -0.5966 -2.2732 3.1818
P -0.2768 2.9414 -0.2982
N -0.0093 -0.4283 1.4302
C -0.6765 -0.5127 -2.4727
C -0.2081 -1.8054 1.5893
C -0.2844 0.2759 2.6423
C 0.9099 -1.7907 -1.4746
C 0.3775 0.4379 -2.1570
C -0.4065 -1.7814 -1.9525
C 1.5144 -0.4604 -1.5018
C -0.5857 -0.5795 3.6648
H 0.6611 1.2680 -2.8224
H -1.4119 3.3250 0.5843
H -0.2330 1.3688 2.6900
H 1.4116 -2.5731 -0.9149
H -0.7902 -0.2758 4.6799
H 0.6959 4.0166 0.0247
H -0.7726 3.3821 -1.6224
H -0.0599 -2.5144 0.7783
H -1.6183 -0.1725 -2.8912
H -1.1770 -2.5056 -1.6209
H 2.5799 -0.2777 -1.6802
```

***

10.
The ion C8H12 with charge -1 in a non-equilibrium geometry, computed with the ωB97M-V functional and the def2-TZVPD basis.

Output
Spin multiplicity ... 2
Expectation value of S² ... 0.76
HOMO-LUMO gap (alpha / beta) ... 3.26 / 7.18 eV
Net charge ... -1

XYZ file:
```
20
C8H12, DFT the ωB97M-V functional and the def2-TZVPD basis
C 0.4578 0.0651 0.3154
C -0.1434 1.1854 2.6149
C 1.5431 0.7910 0.0826
C -0.3545 0.0836 1.5588
C -0.9534 -0.1704 -1.6521
C -0.0990 -0.8883 -0.7245
C 0.5032 -2.1203 -0.8845
C -0.8734 -0.0045 -2.9996
H 2.2381 0.5962 -0.7282
H -0.2759 -0.8853 2.1072
H -1.8597 0.2838 -1.2402
H 1.7500 1.6718 0.6742
H 0.2223 -2.7704 -1.6957
H 1.0005 -2.4398 0.0284
H 0.7000 0.8576 3.2509
H -1.4494 0.0267 1.3004
H -0.2030 -0.4209 -3.7382
H -1.1012 1.4534 3.0448
H -1.5303 0.6483 -3.5834
H 0.4282 2.0370 2.2688
```